# C15H14B11Br6CuN6O2

A structure of composition C15H14B11Br6CuN6O2 in a non-equilibrium geometry (ωB97M-V with the def2-TZVPD basis set, OMol25).

```
55
Properties=species:S:1:pos:R:3:lowdin_charge:R:1
Cu -1.45788 2.27249 0.26176 0.601
O -0.38959 0.03363 -2.92537 0.122
C -0.39864 0.89148 -2.07291 -0.501
N -1.43730 1.59578 -1.55259 0.051
C -2.71891 1.41644 -2.08001 -0.467
O -2.99203 1.14387 -3.21470 0.157
C -3.79159 1.64850 -1.04688 -0.192
C -5.12537 1.46529 -1.34621 0.041
C -6.05566 1.62607 -0.33078 -0.001
C -5.62170 1.96487 0.94246 -0.012
C -4.26897 2.14160 1.16365 -0.072
N -3.37880 1.98619 0.18058 0.016
C 0.94316 1.31103 -1.52577 -0.089
C 1.43716 2.49706 -2.03576 0.035
C 2.73116 2.89126 -1.76092 0.023
C 3.49351 2.09047 -0.92771 -0.014
C 2.94308 0.95131 -0.40611 -0.017
N 1.68299 0.52054 -0.70896 0.191
H -5.39978 1.19208 -2.35530 0.137
H -7.10955 1.48412 -0.52798 0.126
H -6.31719 2.09367 1.75882 0.122
H -3.88309 2.41099 2.13808 0.129
H 0.78659 3.08417 -2.66890 0.145
H 3.13584 3.80468 -2.17511 0.135
H 4.49711 2.36239 -0.63409 0.132
H 3.49482 0.37545 0.31538 0.113
Br -0.80310 0.22092 2.32421 0.959
B 0.24971 -1.13920 1.40812 -0.814
B 2.00425 -1.14575 1.51116 -0.268
C 2.53377 -1.86767 0.08935 0.082
B 1.25760 -0.85150 -0.10682 -0.314
B 0.83494 -2.47968 -1.22746 -0.169
B 1.95924 -3.51223 -0.29470 -0.234
B 2.59630 -2.81515 1.36506 -0.226
B 1.15616 -2.47112 2.33299 -0.903
Br 1.22993 -2.57847 4.25494 0.944
B 1.05127 -3.92788 1.34656 -0.904
Br 1.26456 -5.68783 2.05110 0.967
B 0.14724 -3.60779 -0.08926 -0.942
Br -0.81696 -4.96087 -1.06626 0.980
B -0.36906 -1.84820 -0.10746 -0.837
Br -2.13779 -1.46949 -0.76171 1.047
B -0.35181 -2.82047 1.40727 -0.988
Br -1.95302 -3.35957 2.32430 0.932
H 2.64799 -0.29786 2.01509 0.161
H 3.45299 -1.62621 -0.42500 0.184
H 1.99702 -3.02742 -1.55057 0.227
H 0.60629 -2.20783 -2.36003 0.176
H 2.69386 -4.40625 -0.53224 0.183
H 3.60327 -3.30442 1.72093 0.174
N 3.94637 2.25155 2.18884 0.157
C 3.12672 3.01618 1.90459 -0.357
N 2.23001 3.93008 1.55901 0.123
C 1.06266 3.54563 1.27094 -0.307
N -0.01981 3.19306 0.98241 0.058
```

## Properties
Kohn-Sham gap (alpha / beta): 0.26280 / 0.25188 Eh
charge: +1
max |F|: 1.131 eV/A
HOMO energy (alpha / beta): -0.451 / -0.451 Ha
spin multiplicity: 2

---

# C15H14BrNO5S2

An isolated molecule of C15H14BrNO5S2 (ωB97M-V with the def2-TZVPD basis set, OMol25).

```
38
Properties=species:S:1:pos:R:3:nbo_charge:R:1
C -1.59102 -3.78852 -0.91012 -0.261
H -1.23329 -4.17027 0.04899 0.194
H -1.88616 -4.60679 -1.56168 0.201
H -0.79996 -3.19681 -1.37629 0.196
O -2.75048 -2.99138 -0.72599 -0.491
C -2.63620 -1.97089 0.12119 0.820
O -1.60875 -1.76488 0.74746 -0.657
C -3.86262 -1.16199 0.21416 -0.245
C -5.07670 -1.70210 -0.21199 -0.133
C -6.23629 -0.95712 -0.16750 -0.246
C -6.19369 0.35120 0.29335 -0.162
C -5.00374 0.90875 0.71697 -0.256
C -3.82642 0.16397 0.69040 0.292
N -2.61197 0.69176 1.11135 -0.638
C -2.23257 1.99277 1.06625 0.697
O -2.96529 2.93633 0.87464 -0.611
C -0.73150 2.19859 1.29466 -0.509
C -0.11649 2.72522 0.01144 -0.635
H -0.75963 3.46645 -0.45910 0.271
H 0.87893 3.14028 0.15120 0.244
S 0.08153 1.36822 -1.18661 2.192
O -1.09391 0.54467 -1.21677 -0.945
O 0.57087 1.91238 -2.42028 -0.931
C 1.40152 0.39837 -0.48158 -0.562
C 1.33406 -0.76572 0.22096 -0.215
C 2.60308 -1.23433 0.61862 -0.291
C 3.59930 -0.40233 0.20187 -0.307
S 3.01410 0.96269 -0.69203 0.516
Br 5.43082 -0.62323 0.50987 0.130
H 2.77195 -2.13429 1.18080 0.241
H 0.40669 -1.26583 0.43703 0.276
H -0.23971 1.27411 1.60034 0.221
H -0.61567 2.94509 2.08422 0.250
H -1.87805 -0.01484 1.13452 0.442
H -4.96947 1.92753 1.06436 0.251
H -7.09723 0.94133 0.32550 0.217
H -7.16967 -1.38920 -0.49401 0.217
H -5.09348 -2.71840 -0.57306 0.228
```

## Properties
Kohn-Sham gap: 0.32528 Eh
max |F|: 0.757 eV/A
HOMO energy: -0.321 Ha

---

# C15H14CdF6N3O4PS

A structure of composition C15H14CdF6N3O4PS (ωB97M-V with the def2-TZVPD basis set, OMol25).

```
45
Properties=species:S:1:pos:R:3:lowdin_charge:R:1
Cd -0.25931 0.70826 -0.28212 1.414
O 3.94968 2.69238 -0.11114 0.146
C 2.62928 2.55604 0.02435 -0.477
O 1.84580 2.47648 -0.88214 0.077
C 2.21850 2.51055 1.47490 -0.164
C 3.06512 2.90503 2.50419 0.049
C 2.61370 2.79459 3.80614 -0.002
C 1.34863 2.27430 4.03576 0.023
C 0.58594 1.90601 2.93968 -0.175
N 1.00148 2.03693 1.68667 0.135
C -0.76258 1.24651 3.05366 -0.419
O -1.41033 1.29915 4.20873 0.175
O -1.26784 0.65954 2.12039 0.005
H 4.14636 2.66089 -1.06135 0.151
H 4.05516 3.27377 2.28002 0.132
H 3.24390 3.08711 4.63460 0.126
H 1.00733 2.13428 5.05365 0.123
H -0.95601 1.86958 4.84285 0.117
N -3.04867 -1.37855 1.26745 0.210
C -2.81695 -1.87134 0.08245 -0.593
N -1.98103 -1.26627 -0.79567 0.081
C -1.90651 -1.96075 -1.91596 -0.271
C -1.08357 -1.59650 -3.03285 0.030
C -1.07715 -2.41681 -4.11277 -0.017
C -1.86564 -3.60015 -4.13453 0.016
C -2.68014 -3.98535 -3.06715 -0.048
C -2.70081 -3.16982 -1.96624 -0.426
S -3.56447 -3.35601 -0.47967 1.162
H -2.58608 -0.52314 1.59445 0.089
H -3.66835 -1.85154 1.90745 0.137
H -0.48194 -0.70064 -2.98277 0.106
H -0.46326 -2.17939 -4.97002 0.126
H -1.82899 -4.22947 -5.01415 0.126
H -3.26053 -4.89590 -3.11425 0.126
C -1.42914 2.24180 -1.24159 -0.292
H -1.39666 3.13591 -0.62149 -0.051
H -2.46535 1.95376 -1.41344 -0.059
H -0.94999 2.46226 -2.19475 -0.051
F 1.81930 -0.26514 0.54021 -0.232
P 2.08417 -1.46532 -0.59769 0.166
F 0.54949 -1.96035 -0.25536 -0.205
F 2.20173 -2.55382 -1.74462 -0.108
F 1.38689 -0.39844 -1.67360 -0.257
F 2.65686 -2.42026 0.52245 -0.099
F 3.50197 -0.84016 -0.91470 -0.104
```

## Properties
Kohn-Sham gap (alpha / beta): 0.29014 / 0.17723 Eh
charge: +1
max |F|: 0.808 eV/A
HOMO energy (alpha / beta): -0.413 / -0.413 Ha
spin multiplicity: 2